{"formula": "C19H26F4O17Si", "method": "ωB97M-V with the def2-TZVPD basis set", "multiplicity": 1, "e_homo_ha": -0.4100, "total_energy_ha": -2707.7180, "gap_ev": 10.96, "fmax_ev_per_a": 0.93, "smiles": "CC(=O)OC(=O)C[SiH2]OC[C@H](C)O.O=C1OC[C@@H](F)O1.O=C1OC[C@@H](F)O1.O=C1OC[C@@H](F)O1.O=C1OC[C@@H](F)O1", "elements": ["C", "C", "O", "O", "C", "O", "C", "Si", "O", "C", "C", "C", "O", "H", "H", "H", "H", "H", "H", "H", "H", "H", "H", "H", "H", "H", "H", "O", "C", "O", "C", "C", "F", "O", "H", "H", "H", "O", "C", "O", "C", "C", "F", "O", "H", "H", "H", "O", "C", "O", "C", "C", "F", "O", "H", "H", "H", "O", "C", "O", "C", "C", "F", "O", "H", "H", "H"], "positions_angstrom": [[-0.60087, 3.48948, 0.59877], [0.41013, 2.95751, -0.37702], [1.52983, 3.35089, -0.48251], [-0.08996, 1.95894, -1.23846], [0.18474, 0.64420, -0.83860], [1.29398, 0.28811, -0.57668], [-1.03568, -0.20549, -0.79614], [-1.98568, -0.00024, 0.82802], [-3.25915, 1.05093, 0.72636], [-3.87525, 1.33394, -0.52526], [-4.97398, 2.36290, -0.32335], [-6.12741, 1.83671, 0.52383], [-5.46914, 2.76588, -1.61018], [-1.55492, 2.97894, 0.50418], [-0.73275, 4.55692, 0.41642], [-0.19247, 3.36947, 1.60134], [-1.64726, 0.01671, -1.67311], [-0.70211, -1.24125, -0.88366], [-1.04618, 0.53587, 1.82531], [-2.41748, -1.33818, 1.25623], [-4.28865, 0.43522, -1.00087], [-3.13692, 1.77692, -1.20909], [-4.54137, 3.24664, 0.15184], [-7.04467, 2.30969, 0.16971], [-6.02522, 2.10259, 1.57686], [-6.24791, 0.75554, 0.44291], [-5.12468, 2.16726, -2.28140], [-0.08323, -5.68809, 4.87333], [0.15960, -4.66937, 4.32090], [1.27804, -4.42167, 3.60458], [1.13542, -3.14639, 2.97037], [0.10645, -2.47561, 3.85531], [-0.70535, -1.63874, 3.15988], [-0.65039, -3.57344, 4.32632], [0.75295, -3.28391, 1.95798], [2.08762, -2.62573, 2.93321], [0.52289, -1.93382, 4.70559], [-2.08823, -5.67871, 10.98260], [-1.36308, -5.95617, 10.09084], [-1.52956, -5.57203, 8.80286], [-0.37553, -5.97539, 8.05562], [0.16709, -7.10013, 8.90835], [1.51981, -7.17620, 8.86591], [-0.23804, -6.71984, 10.21029], [0.33319, -5.14731, 8.00491], [-0.64822, -6.27938, 7.05164], [-0.24641, -8.08328, 8.67834], [2.02899, 2.84042, -7.05138], [1.51412, 3.22475, -6.05559], [1.70618, 2.68973, -4.83039], [1.03622, 3.51427, -3.86557], [0.00013, 4.20529, -4.72336], [-0.26862, 5.46276, -4.29820], [0.63607, 4.26210, -5.98785], [1.74244, 4.23272, -3.44772], [0.61527, 2.90796, -3.06693], [-0.94204, 3.66310, -4.82532], [8.10930, 0.66309, -8.91444], [7.20952, 1.08539, -8.27414], [6.14863, 0.35798, -7.84719], [5.36044, 1.18062, -6.98000], [5.75018, 2.56951, -7.42808], [5.73388, 3.45978, -6.40593], [7.08374, 2.38196, -7.86667], [5.65099, 1.00089, -5.94400], [4.30075, 0.97473, -7.10200], [5.14982, 2.96208, -8.24953]]}



{"formula": "C5H16N2S", "method": "ωB97M-V with the def2-TZVPD basis set", "s2": 0.76, "multiplicity": 2, "e_homo_ha": [-0.1087, -0.1057], "total_energy_ha": -707.6563, "gap_ev": [6.82, 6.24], "e_above_lowest_ev": 2.082, "fmax_ev_per_a": 3.19, "total_charge": -1, "elements": ["C", "C", "C", "S", "H", "H", "H", "H", "H", "H", "H", "N", "C", "C", "N", "H", "H", "H", "H", "H", "H", "H", "H", "H"], "positions_angstrom": [[-1.26176, -0.97028, -2.64427], [0.12689, -0.35132, -2.51468], [1.11763, -1.06578, -1.66126], [0.45117, -1.83946, -0.04460], [-1.19834, -2.04171, -3.00516], [-1.79456, -0.23047, -3.32858], [-1.45945, -1.11071, -1.42118], [0.53395, -0.22688, -3.54032], [-0.18882, 0.63550, -2.01682], [1.91944, -0.34216, -1.38853], [1.70769, -1.80518, -2.25022], [-1.36351, 0.43031, 2.77187], [-0.13689, 1.17073, 2.43954], [-0.07328, 1.56962, 0.97540], [0.98086, 2.53512, 0.86260], [-1.88523, 1.21658, 3.18730], [-1.69750, -0.16718, -0.37005], [-1.84191, 0.36390, 1.90473], [-0.12481, 2.03091, 3.06313], [0.71999, 0.59712, 2.76394], [0.14567, 0.59985, 0.46515], [-0.96457, 2.04324, 0.64542], [1.94258, 2.12573, 1.05377], [1.01016, 2.86709, -0.05877]]}



{"formula": "C24H19Cl2I2N3O3Sc", "method": "ωB97M-V with the def2-TZVPD basis set", "multiplicity": 1, "e_homo_ha": -0.3893, "total_energy_ha": -3592.4249, "gap_ev": 7.40, "fmax_ev_per_a": 3.38, "total_charge": 1, "elements": ["Sc", "Cl", "C", "C", "C", "I", "C", "O", "C", "N", "C", "C", "C", "C", "H", "H", "H", "H", "Cl", "C", "C", "C", "I", "C", "O", "C", "N", "C", "C", "C", "C", "H", "H", "H", "H", "O", "C", "C", "C", "C", "C", "C", "N", "H", "H", "H", "H", "H", "H", "H", "H", "H", "H", "H"], "positions_angstrom": [[0.05277, -0.33860, 0.90206], [5.04415, -1.82565, 5.68073], [3.54238, -1.44396, 4.85724], [2.58008, -0.79440, 5.58427], [1.36826, -0.42612, 4.86561], [-0.19845, 0.56321, 5.77807], [1.22795, -0.54206, 3.54445], [0.18489, -0.19154, 2.81246], [2.27955, -1.21930, 2.80344], [2.01624, -1.50016, 1.48669], [2.96259, -2.19434, 0.77100], [4.10730, -2.63465, 1.33384], [4.38385, -2.40832, 2.66446], [3.44445, -1.76104, 3.46421], [2.47436, -0.59246, 6.61864], [2.68419, -2.48332, -0.22932], [4.70462, -3.28419, 0.71118], [5.28532, -2.79523, 3.05107], [-6.35273, 2.21841, 0.07808], [-4.95763, 1.29307, 0.07376], [-5.05463, -0.04939, -0.20537], [-3.94861, -0.88434, -0.22942], [-4.20663, -2.97678, -0.50328], [-2.75145, -0.36928, 0.14119], [-1.61284, -1.11632, 0.33737], [-2.59098, 1.02866, 0.38807], [-1.34287, 1.40571, 0.80883], [-1.21634, 2.64314, 1.16135], [-2.25422, 3.60025, 1.15654], [-3.51018, 3.27445, 0.80571], [-3.66626, 1.92165, 0.39839], [-6.02250, -0.43600, -0.49086], [-0.23013, 2.95848, 1.37834], [-1.96953, 4.57692, 1.41260], [-4.38613, 3.88196, 0.62790], [0.99296, 0.36273, -0.87680], [0.39947, 0.81221, -1.92874], [1.17612, 1.67573, -2.80019], [1.24087, 1.05518, -4.17934], [1.23012, -0.46335, -4.24049], [-0.17114, -1.15959, -4.13565], [-0.85159, -1.08702, -2.80074], [-0.83088, 0.43016, -2.33227], [2.16985, 1.85275, -2.37386], [0.78349, 2.67609, -2.99157], [2.10976, 1.42804, -4.71359], [0.40328, 1.44126, -4.74782], [1.95192, -0.84440, -3.49846], [1.59963, -0.64696, -5.22190], [-0.12159, -2.15245, -4.58828], [-0.81456, -0.46391, -4.72777], [-0.37413, -1.68818, -1.96131], [-1.90095, -1.37796, -2.81868], [-1.06350, 1.05125, -3.10180]]}